Version w
{"formula": "C5H11O2", "method": "ωB97M-V/def2-TZVPD", "gap_ev": 7.4, "total_charge": -1, "symbols": ["C", "C", "H", "H", "H", "H", "H", "H", "C", "C", "C", "O", "O", "H", "H", "H", "H", "H"], "positions_angstrom": [[0.089, 2.631, -1.638], [1.260, 1.925, -0.977], [0.233, 3.712, -1.771], [-0.151, 2.224, -2.627], [-0.834, 2.544, -1.059], [1.990, 1.539, -1.687], [0.924, 1.036, -0.429], [1.819, 2.510, -0.250], [-0.861, -1.456, 0.689], [-0.439, -1.437, 2.158], [-0.314, -2.672, -0.104], [-0.268, -3.755, 0.508], [-0.042, -2.437, -1.311], [-1.953, -1.495, 0.702], [-0.595, -0.545, 0.156], [-1.130, -0.944, 2.836], [0.515, -0.926, 2.309], [-0.244, -2.453, 2.496]]}

***

Version x
{"formula": "C5H11O2", "method": "ωB97M-V/def2-TZVPD", "gap_ev": 7.4, "total_charge": -1, "symbols": ["C", "C", "C", "H", "H", "H", "H", "H", "H", "H", "H", "C", "C", "O", "O", "H", "H", "H"], "positions_angstrom": [[2.364, 0.206, -0.427], [2.517, 0.438, 1.115], [3.475, -0.748, -0.842], [1.340, -0.190, -0.578], [2.256, 1.138, -1.019], [3.352, 1.150, 1.210], [2.393, -0.525, 1.616], [3.080, -1.754, -1.217], [4.061, -0.483, -1.781], [1.631, 0.945, 1.525], [4.186, -0.963, -0.048], [-3.130, -0.323, -0.960], [-2.195, 0.123, 0.158], [-2.349, 1.265, 0.624], [-1.420, -0.786, 0.601], [-3.860, -1.004, -0.488], [-2.585, -0.891, -1.722], [-3.496, 0.623, -1.419]]}

***

Version y
{"formula": "C5H11O2", "method": "ωB97M-V/def2-TZVPD", "gap_ev": 7.2, "total_charge": -1, "symbols": ["C", "C", "C", "H", "H", "H", "H", "H", "H", "H", "H", "C", "C", "O", "O", "H", "H", "H"], "positions_angstrom": [[-0.247, 0.876, 1.482], [0.645, 0.217, 2.508], [-1.628, 0.076, 1.255], [-0.551, 1.844, 1.413], [0.378, 0.796, 0.491], [0.992, -0.791, 2.285], [-2.059, -0.414, 2.173], [-2.280, 0.774, 0.658], [0.182, 0.133, 3.510], [1.553, 0.807, 2.786], [-1.552, -0.814, 0.648], [0.786, -1.043, -2.949], [0.425, 0.321, -2.312], [-0.764, 0.446, -2.080], [1.482, 0.993, -2.429], [0.036, -1.595, -3.580], [1.066, -1.597, -2.069], [1.536, -1.030, -3.789]]}

***

Version z
{"formula": "C5H11O2", "method": "ωB97M-V/def2-TZVPD", "gap_ev": 8.0, "total_charge": -1, "symbols": ["C", "C", "H", "H", "H", "H", "H", "H", "C", "C", "C", "O", "O", "H", "H", "H", "H", "H"], "positions_angstrom": [[1.133, -1.386, 0.902], [1.085, -2.896, 1.103], [1.970, -0.993, 1.473], [1.303, -1.113, -0.138], [0.206, -0.882, 1.181], [0.301, -3.377, 0.522], [1.012, -3.182, 2.158], [1.997, -3.369, 0.732], [-1.044, 2.293, -0.631], [-0.608, 1.607, -1.915], [-1.172, 1.312, 0.555], [-1.995, 0.379, 0.388], [-0.435, 1.518, 1.546], [-0.313, 3.061, -0.366], [-2.011, 2.781, -0.745], [-0.225, 2.309, -2.659], [-1.397, 1.037, -2.399], [0.192, 0.901, -1.707]]}

***

Which one is the least stable? From the structures above, version y.